Entry 1:
The following is a quantum chemistry calculation of 10 unconnected molecules or ions with the total composition C29H68ClN8O19 at a distorted geometry, from the Open Molecules 2025 dataset.

XYZ file:
```
125
Properties=species:S:1:pos:R:3:mulliken_charge:R:1
Cl -0.2239 0.0030 -0.5134 0.186
O -1.1218 0.7805 -1.3497 -0.483
O 0.9948 0.7753 -0.4286 0.101
O -0.8227 -0.1155 0.8077 0.322
O -0.0247 -1.2987 -1.0806 -0.556
C -2.4058 -2.9477 1.1920 -0.051
N -2.7531 -4.3742 1.4578 1.076
O -3.7179 -4.5816 2.1884 -0.632
O -2.0946 -5.2491 0.9503 -0.599
H -1.3355 -2.7738 1.2504 -0.179
H -2.8933 -2.3323 1.9325 0.256
H -2.7077 -2.8249 0.1560 0.094
C 2.5693 2.5855 1.5166 0.343
N 3.2896 3.1244 2.7042 1.040
O 2.6747 3.2751 3.7398 -0.590
O 4.4185 3.4938 2.5312 -0.628
H 1.5924 2.2754 1.8666 -0.454
H 3.0608 1.6424 1.2785 -0.056
H 2.6146 3.3312 0.7401 0.342
C -1.0882 3.8099 0.6623 -0.610
N -0.6685 4.6329 -0.5362 1.061
O 0.5116 4.7501 -0.7618 -0.576
O -1.5409 5.1651 -1.1840 -0.612
H -0.2752 4.0026 1.3620 0.364
H -1.2192 2.7726 0.3807 -0.155
H -1.9602 4.2865 1.0897 0.423
C 1.5813 2.3731 -3.4274 -0.531
C 3.0660 2.6305 -3.1565 1.483
C 3.9628 1.5839 -3.7505 -1.244
O 3.8127 0.2425 -3.3340 -0.295
C 3.9756 0.1111 -1.9327 -0.324
N 3.4978 3.9868 -3.6323 -0.821
H 1.4448 2.3305 -4.5196 0.360
H 0.8919 3.1008 -3.0065 0.335
H 1.3026 1.3821 -3.0549 -0.419
H 3.1640 2.6421 -2.0637 -0.506
H 5.0167 1.8410 -3.5474 0.361
H 3.8789 1.6859 -4.8416 0.487
H 3.3201 0.7515 -1.3526 0.006
H 5.0322 0.1606 -1.6371 0.332
H 3.6911 -0.9305 -1.7470 0.077
H 3.6536 3.9097 -4.6479 0.315
H 2.6595 4.5685 -3.6111 0.301
C -4.0814 -0.9323 -1.3055 -1.129
C -4.4491 0.3140 -2.1000 0.325
C -4.5089 1.5144 -1.1815 -0.125
O -4.8033 2.6375 -1.9909 -0.392
C -4.7621 3.8542 -1.2725 -0.444
N -3.5496 0.4832 -3.2391 -0.398
H -3.4901 -1.6324 -1.8904 0.430
H -4.9923 -1.4264 -0.9577 0.481
H -3.5412 -0.6664 -0.3921 -0.194
H -5.4412 0.1190 -2.5151 0.489
H -3.5216 1.6836 -0.7185 -0.310
H -5.2123 1.4355 -0.3396 0.525
H -4.9944 4.6577 -1.9686 0.260
H -3.7717 4.0483 -0.8455 0.039
H -5.5071 3.8362 -0.4620 0.298
H -2.5937 0.4843 -2.8545 -0.177
H -3.6470 1.4486 -3.5602 0.313
C 1.2619 -4.2317 0.7796 -1.411
C 2.5701 -3.6608 0.2445 1.649
C 3.5963 -3.6593 1.3711 -0.341
O 4.8718 -3.1993 0.9897 -0.421
C 5.1562 -1.8243 1.1074 -0.080
N 3.0022 -4.6119 -0.8105 -0.783
H 1.4999 -5.1717 1.2864 0.441
H 0.5346 -4.3562 -0.0116 0.408
H 0.8361 -3.5921 1.5643 -0.068
H 2.3891 -2.6682 -0.1669 -0.582
H 3.7255 -4.6890 1.7197 0.354
H 3.2132 -3.0798 2.2366 -0.027
H 6.0527 -1.5580 0.5499 0.335
H 5.2708 -1.5972 2.1779 0.233
H 4.3842 -1.1554 0.6912 -0.226
H 3.2355 -5.5081 -0.3557 0.343
H 3.9836 -4.3599 -1.0394 0.311
C 0.6528 -2.5721 -6.2396 -1.533
C 0.2983 -1.3527 -5.3833 0.702
C -1.1759 -1.3250 -5.0151 -0.007
O -1.9205 -1.0564 -6.2035 -0.404
C -3.3093 -1.2522 -5.9924 -0.569
N 1.1499 -1.3245 -4.1572 -0.573
H 0.2101 -2.3879 -7.2277 0.363
H 0.3106 -3.5296 -5.8553 0.304
H 1.7303 -2.5841 -6.4126 0.379
H 0.5494 -0.4884 -6.0110 0.186
H -1.3841 -0.5317 -4.2854 -0.141
H -1.4652 -2.2867 -4.5747 0.330
H -3.5532 -2.2495 -5.6173 0.299
H -3.8203 -1.1193 -6.9523 0.286
H -3.7027 -0.4671 -5.3332 0.197
H 1.9095 -0.6742 -4.3410 0.140
H 0.6742 -0.9190 -3.3512 0.033
C -1.2226 1.3485 3.8672 -0.707
C -2.7105 1.0142 4.0240 0.516
C -3.6326 1.8716 3.1941 -0.393
O -3.5837 3.2536 3.5586 -0.262
C -4.1837 3.5705 4.7692 -0.800
N -2.9697 -0.3884 3.6287 -0.742
H -0.9827 2.2146 4.5015 0.513
H -0.9275 1.5674 2.8397 -0.256
H -0.6149 0.5461 4.2541 0.126
H -2.9982 1.1755 5.0673 0.248
H -4.6785 1.5708 3.3411 0.454
H -3.3864 1.8351 2.1347 -0.277
H -5.2665 3.6733 4.6428 0.283
H -3.7244 4.4756 5.1552 0.268
H -4.0103 2.7982 5.5321 0.324
H -2.4732 -1.0249 4.2411 0.316
H -2.4955 -0.4797 2.7276 0.065
C 1.1924 -2.3088 5.8423 -1.260
C 2.3838 -2.1934 6.4251 0.311
C 3.5347 -1.4678 5.7955 0.633
O 4.6223 -1.3946 6.3323 -0.640
C 3.2594 -0.9724 4.4489 -0.343
C 2.0561 -1.0187 3.8510 0.342
C 0.8960 -1.7024 4.5511 0.426
O -0.2240 -1.7335 4.0660 -0.469
O 1.9094 -0.6807 2.5625 0.338
O 2.6161 -2.7027 7.6384 -0.592
H 0.4219 -2.7733 6.4469 0.469
H 4.0178 -0.4371 3.8809 0.544
H 0.9424 -0.5945 2.3451 -0.239
H 3.5372 -2.4362 7.8574 0.338
```

energy	-94505.84440	eV
charge	-1
HOMO energy	-0.2412	Eh
gap between HOMO and LUMO	6.5	eV

***

Entry 2:
The following is a quantum chemistry calculation of a molecular structure, C29H68FeN9O10 at a distorted geometry, from the Open Molecules 2025 dataset.

XYZ file:
```
117
Properties=species:S:1:pos:R:3:mulliken_charge:R:1
Fe 1.9067 0.9927 2.2500 0.916
C -0.1314 -0.3522 -0.6130 1.153
C 0.5045 -0.9919 0.5932 0.042
O 1.7722 -0.5151 0.9600 0.121
H -1.0084 -0.9408 -0.8969 -0.349
H 0.4354 -0.5167 -1.5359 -0.219
H -0.3731 0.7028 -0.5235 -0.619
H 0.5852 -2.0725 0.4196 0.445
H -0.2000 -0.8509 1.4304 -0.714
C -3.1922 -0.7296 -2.3787 0.384
O -3.1874 0.2380 -3.1139 -0.584
N -3.5726 -1.9715 -2.7434 0.205
C -4.3076 -2.2075 -3.9872 -1.184
C -3.1626 -3.1367 -1.9876 -0.494
H -2.9567 -0.6498 -1.3051 -0.033
H -3.7590 -2.8314 -4.6894 0.333
H -4.7254 -1.2626 -4.3196 0.306
H -5.1934 -2.7800 -3.6906 0.486
H -3.2019 -2.8944 -0.9247 -0.080
H -3.7663 -4.0130 -2.2089 0.386
H -2.1228 -3.4209 -2.1823 0.268
C -2.9282 -0.8514 3.7162 0.723
O -3.2062 -0.5012 4.8539 -0.695
N -3.8057 -1.4223 2.8830 0.100
C -3.5200 -1.7232 1.4988 -0.715
C -5.1712 -1.7357 3.3143 -1.022
H -1.9107 -0.6922 3.3174 -0.191
H -3.7466 -2.7508 1.2128 0.399
H -2.4830 -1.4558 1.2961 -0.062
H -4.1853 -1.1018 0.8893 0.358
H -5.8486 -1.2211 2.6298 0.332
H -5.3573 -2.7951 3.1232 0.336
H -5.3130 -1.5091 4.3627 0.341
C 4.4984 0.4263 -0.7755 0.725
O 5.4884 0.3402 -0.0753 -0.641
N 4.4773 0.1391 -2.0923 0.216
C 3.3435 0.3117 -2.9842 -0.457
C 5.6793 -0.2205 -2.8150 -1.152
H 3.4895 0.7467 -0.4540 -0.239
H 3.5728 1.0608 -3.7455 0.304
H 2.4651 0.6518 -2.4331 -0.389
H 3.1407 -0.6149 -3.5230 0.527
H 5.4709 -1.1024 -3.4268 0.362
H 5.9810 0.6004 -3.4675 0.340
H 6.4944 -0.5214 -2.1627 0.327
C 0.6540 -0.7235 4.7683 0.030
O 0.9891 -0.0950 3.7407 -0.506
N 1.2595 -1.8619 5.0625 0.158
C 2.2732 -2.4126 4.1684 -0.742
C 1.3508 -2.2401 6.4782 -1.016
H -0.0474 -0.3161 5.5003 0.399
H 3.2278 -2.0926 4.6037 0.447
H 2.1597 -2.0560 3.1498 -0.065
H 2.3259 -3.4993 4.2038 0.356
H 2.2778 -1.7981 6.8443 0.397
H 0.4867 -1.8841 7.0353 0.370
H 1.3591 -3.3199 6.6101 0.300
C 5.1691 -2.3212 1.8954 0.665
O 6.0333 -1.5919 2.3312 -0.659
N 5.3308 -3.6763 1.9107 0.043
C 4.2209 -4.5042 1.4630 -0.779
C 6.4870 -4.2984 2.5430 -0.949
H 4.2186 -2.0347 1.4156 -0.105
H 3.6155 -4.0384 0.6877 0.286
H 3.5539 -4.7295 2.3023 0.217
H 4.6731 -5.4134 1.0670 0.332
H 6.9222 -4.9702 1.8057 0.293
H 7.1731 -3.5720 2.9606 0.320
H 6.0938 -4.8501 3.4040 0.326
C 2.7359 3.4465 -2.1569 0.299
O 3.6721 3.7151 -2.8753 -0.612
N 1.4449 3.7196 -2.5019 0.180
C 0.3842 3.1229 -1.7126 -0.388
C 1.0931 4.3043 -3.7816 -0.994
H 2.8451 2.8348 -1.2463 0.174
H 0.8131 2.8684 -0.7376 -0.095
H -0.0651 2.2302 -2.1459 -0.124
H -0.3340 3.8884 -1.4034 0.574
H 0.7727 3.5526 -4.5068 0.315
H 0.3178 5.0548 -3.6374 0.318
H 1.9845 4.7702 -4.1960 0.359
C -4.0841 4.3468 0.5243 0.053
O -4.0405 5.4058 -0.0676 -0.602
N -3.9636 3.1402 -0.0730 0.188
C -3.6812 1.9768 0.7291 -0.194
C -3.7937 2.9481 -1.5059 -0.915
H -4.2740 4.3176 1.6103 0.480
H -2.7282 1.5663 0.3632 -0.381
H -4.3730 1.1326 0.7255 0.404
H -3.3888 2.1886 1.7599 0.069
H -4.4835 2.1865 -1.8601 0.325
H -4.0238 3.8693 -2.0363 0.342
H -2.7482 2.6946 -1.6840 0.228
C 0.8898 -0.3459 -6.4517 0.064
O 2.0455 -0.5268 -6.1160 -0.557
N -0.1617 -0.4949 -5.6122 0.159
C -1.5127 -0.5042 -6.1722 -0.828
C -0.0106 -0.9526 -4.2402 -0.206
H 0.5890 -0.0195 -7.4583 0.320
H -1.5739 0.0763 -7.0863 0.383
H -2.1372 0.0060 -5.4309 0.203
H -1.9165 -1.5186 -6.2091 0.244
H -0.3071 -0.0659 -3.6728 -0.126
H -0.7212 -1.7673 -4.0904 0.156
H 1.0158 -1.2242 -4.0171 0.201
C -0.5480 3.1544 1.9760 -0.084
O -0.4472 1.9987 1.5290 -0.221
N -1.0282 3.4870 3.1663 0.265
C -1.3282 4.8769 3.5056 -0.896
C -1.6191 2.5124 4.0743 -0.786
H -0.3230 4.0447 1.3677 0.202
H -1.3976 5.0816 4.5694 0.328
H -2.3620 5.0094 3.1623 0.317
H -0.6954 5.5293 2.9107 0.317
H -2.6317 2.7297 4.4207 0.385
H -1.6426 1.5162 3.6488 -0.001
H -1.0338 2.5619 4.9960 0.446
```

energy	-99440.95402	eV
charge	+1
HOMO energy (alpha / beta)	-0.3908 / -0.3908	Eh
gap between HOMO and LUMO (alpha / beta)	6.1 / 6.1	eV
2S+1	5